Entry 1:
{"formula": "C22H24Br2N2O7Ti", "method": "ωB97M-V/def2-TZVPD", "elements": ["C", "H", "H", "H", "N", "O", "H", "H", "H", "H", "H", "Br", "H", "H", "H", "O", "C", "N", "C", "H", "C", "C", "H", "H", "O", "H", "C", "H", "C", "H", "H", "O", "O", "H", "C", "C", "H", "O", "C", "C", "C", "C", "C", "H", "C", "C", "C", "C", "C", "H", "Br", "C", "Ti", "H", "C", "C", "H", "O"], "coordinates": [[1.8522, -2.8366, -0.2676], [2.8038, -1.9612, -3.3851], [-2.9105, -0.3711, -1.6060], [-4.2450, 0.6219, 1.1880], [-2.7262, 0.3188, 2.5802], [-1.9169, 3.8983, -0.1476], [-0.2696, -4.6431, -3.5003], [1.5463, -2.3737, 0.6612], [-4.7737, 0.5910, 2.8808], [-0.6133, -3.0317, -4.1193], [-0.8914, 4.8885, -4.9948], [-2.7968, 4.8361, -2.8811], [-1.7673, -0.7379, 4.1051], [-1.5505, -1.1134, -3.5861], [-2.6217, 1.4031, -1.7324], [-0.5921, -0.1483, 1.9354], [-0.3819, 4.3532, -4.2058], [-1.1620, -3.3728, -2.1156], [2.2542, -4.7771, -1.6012], [-1.9427, -4.1864, -3.8881], [-2.4181, 0.1259, 3.9923], [-1.0422, 3.2207, -0.6199], [2.8638, -4.4492, -3.6310], [-2.3541, -4.9363, -1.4321], [2.5453, 0.1794, -2.1160], [1.3823, 4.0019, -5.3571], [-0.8119, -1.0163, -2.7869], [0.1912, -1.0498, -3.2166], [2.5817, -3.9895, -2.6934], [-1.9097, 0.9973, 4.4098], [-0.6178, -5.1241, -1.0983], [-0.9563, 0.2347, -2.1604], [-1.0144, -1.7658, -0.5441], [-1.5790, -3.9598, -0.1601], [1.9957, -0.5254, -1.2865], [2.5426, -2.6097, -2.5582], [1.3617, 2.3809, -1.4107], [-0.5380, 2.1609, 0.0121], [-0.9933, -3.8272, -3.4866], [-1.0257, 4.1653, -2.9902], [-1.7828, 0.2000, 1.6720], [-1.4437, -4.4125, -1.1363], [1.5242, 3.1401, -3.3916], [2.5062, 2.7103, -3.5322], [1.9133, -4.2169, -0.3795], [-0.4015, 3.4682, -1.9558], [2.1535, -2.0278, -1.3571], [0.8754, 2.9547, -2.1861], [-0.9845, -2.1130, -1.7379], [1.6825, -4.8529, 0.4643], [2.2413, -6.6630, -1.7884], [0.8927, 3.8488, -4.4037], [-0.6844, 0.3246, -0.0254], [-3.9349, 2.0173, 2.2292], [-3.9935, 0.9281, 2.2003], [-2.2064, 0.4417, -1.4385], [-3.3448, -0.0421, 4.5363], [1.2376, -0.1122, -0.3228]], "e_tot_ha": -7486.5668, "orbital_gap_ha": 0.327, "spin_multiplicity": 1}


Entry 2:
{"formula": "C30H40IN6O5OsSTe", "method": "ωB97M-V/def2-TZVPD", "elements": ["C", "C", "H", "N", "C", "H", "Os", "N", "C", "H", "H", "N", "O", "C", "H", "O", "H", "C", "H", "H", "C", "C", "H", "H", "C", "H", "H", "C", "H", "C", "N", "H", "H", "H", "C", "O", "H", "C", "C", "H", "H", "H", "C", "C", "H", "O", "N", "H", "H", "H", "C", "C", "C", "C", "C", "C", "C", "C", "H", "C", "Te", "C", "H", "C", "O", "H", "C", "H", "H", "H", "H", "H", "H", "H", "C", "H", "H", "H", "N", "I", "H", "C", "S", "H", "H"], "coordinates": [[0.1516, -1.2768, 1.0758], [0.6795, -2.5721, 1.0052], [-0.8424, 1.0844, 2.6355], [4.0754, 0.0876, 0.8071], [0.2303, -3.6072, 0.0084], [2.6872, 0.5772, -4.8788], [1.4076, 0.9307, -2.5964], [2.6059, 0.2961, -0.9930], [1.6704, -2.9482, 1.9088], [-3.5722, 1.8348, -0.8050], [4.1429, -0.9038, 0.6447], [3.4409, 2.1735, 0.0662], [-2.0026, 0.5459, -2.6197], [-2.0220, -4.5155, -4.8563], [3.4592, -1.7363, 4.5550], [-0.1448, 1.4613, -3.9071], [-3.3541, -3.0456, 2.7151], [3.2001, -2.5344, 3.8609], [4.1063, -2.8421, 3.3356], [1.6737, 4.8584, 1.7841], [-3.2147, 2.2210, 0.1499], [-1.8593, -2.7573, -3.2234], [-6.3172, 0.4361, 4.5535], [0.9551, -3.7011, -0.8034], [-0.7187, -4.2620, -5.2625], [3.3942, 5.2498, 1.6475], [-0.2762, -4.8446, -6.0594], [-4.2825, 1.5839, 2.3306], [0.8336, 1.6263, 2.7637], [-4.5457, 0.6989, 3.3667], [2.5500, 4.2979, -0.0253], [-4.1960, -1.2867, 4.0955], [1.9528, -0.1234, 3.7106], [0.0465, 1.5037, 1.1767], [-5.4420, 1.0858, 4.5121], [-0.2332, 1.8494, -1.5557], [-2.5943, -5.3009, -5.3316], [-3.4538, 1.2396, 1.2618], [2.6960, 3.0981, -0.6354], [-2.3220, -2.1474, -2.4569], [-5.7860, 2.1138, 4.4102], [0.1415, -4.5796, 0.4936], [1.9661, 5.4105, -0.7589], [0.2980, -1.4624, -3.0011], [2.8662, 3.5788, 1.9362], [1.2410, -0.9739, -3.6808], [2.2776, 2.8236, -1.8279], [-0.7278, -3.3550, -0.4464], [2.0795, -3.9516, 1.8448], [0.8745, 5.4071, -0.6980], [-2.6378, -2.3785, 2.2374], [2.1368, -2.0885, 2.8933], [-2.5928, -3.7558, -3.8449], [-3.1576, -0.9657, 2.2554], [2.9796, 0.9997, -3.9217], [-2.8845, -0.0195, 1.2862], [-3.9836, -0.5706, 3.3082], [-0.5512, -2.5094, -3.6179], [-3.7237, 3.1635, 0.3492], [3.3536, 0.8092, -0.0950], [-1.2114, -0.5697, -0.3966], [2.6356, 4.5005, 1.4116], [-2.1500, 2.4212, 0.0221], [0.1390, 1.0378, 2.1610], [-1.9029, 2.9342, -3.0676], [-4.9189, 0.9915, 5.4647], [1.5984, -0.8130, 2.9513], [2.2710, 5.3873, -1.8023], [1.6928, 3.5494, -2.2215], [2.5698, -0.7199, -0.9366], [-2.4660, -2.7216, 1.2175], [2.8577, -3.3916, 4.4419], [-1.6888, -2.4552, 2.7724], [2.3364, 6.3381, -0.3254], [0.0120, -3.2593, -4.6506], [-3.6128, -3.9417, -3.5383], [4.0975, 2.5214, 0.7437], [1.0253, -3.0426, -4.9597], [0.2625, -1.0968, -1.7530], [4.7674, -0.1403, -3.4158], [4.8637, 0.5074, 1.2667], [0.6269, -0.3840, 2.0492], [-1.1706, 1.7355, -2.8025], [-4.7312, 2.5716, 2.3398], [3.3613, 2.0092, -4.0554]], "e_tot_ha": -2926.4056, "orbital_gap_ha": [0.243, 0.202], "spin_multiplicity": 2, "s2": 0.900}